(1)
Here is C5H9NO in the gas phase from the Open Molecules 2025 dataset. Energies are from ωB97M-V with the def2-TZVPD basis set.

Results
Total charge: 0
LUMO in eV: 1.00
2S+1: 1
HOMO energy in eV: -9.16
Kohn-Sham gap in hartree: 0.3735
SMILES: C[C@@]1(O)CN2C[C@H]21
Energy in a.u.: -325.80801

```
16
Properties=species:S:1:pos:R:3:nbo_charge:R:1
C -1.2046 -1.2699 0.0979 -0.63
C 0.1677 -0.6347 -0.1596 0.23
O 1.0772 -1.5711 -0.7338 -0.71
C -0.0785 0.5858 -1.0341 -0.26
N 0.7624 1.4767 -0.1983 -0.39
C 0.1876 1.4377 1.1581 -0.28
C 1.0230 0.3260 0.7294 -0.12
H -1.6192 -1.1003 1.0921 0.22
H -1.2123 -2.3097 -0.2062 0.24
H -1.8922 -0.7433 -0.5875 0.21
H 1.7767 -1.0488 -1.1613 0.47
H -1.0941 0.9879 -1.1784 0.19
H 0.2974 0.2704 -2.0053 0.20
H -0.8665 1.2138 1.3333 0.19
H 0.6178 2.1962 1.7975 0.22
H 2.0576 0.1833 1.0562 0.22
```

---

(2)
Here is C5H9NO in the gas phase from the Open Molecules 2025 dataset. Energies are from ωB97M-V with the def2-TZVPD basis set.

Results
Total charge: 0
LUMO in eV: 0.89
2S+1: 1
HOMO energy in eV: -9.34
Kohn-Sham gap in hartree: 0.3757
SMILES: C[C@H]1CN(C)C1=O
Energy in a.u.: -325.90410

```
16
Properties=species:S:1:pos:R:3:nbo_charge:R:1
C -1.1578 1.0133 -1.6421 -0.61
C 0.1372 0.4521 -1.0807 -0.31
C 0.5366 0.8622 0.3624 -0.20
N 0.4544 -0.5484 0.7233 -0.43
C 0.5787 -1.2390 1.9774 -0.42
C 0.0479 -0.9755 -0.5101 0.69
O -0.2708 -2.0640 -0.9263 -0.60
H -1.9628 0.9523 -0.9009 0.21
H -1.4684 0.4391 -2.5203 0.23
H -1.0435 2.0616 -1.9372 0.21
H 0.9587 0.5533 -1.7974 0.22
H 1.5385 1.2916 0.4828 0.19
H -0.2028 1.4957 0.8702 0.18
H 0.7241 -2.3021 1.7634 0.23
H 1.4461 -0.8663 2.5323 0.20
H -0.3160 -1.1262 2.6032 0.19
```

---

(3)
Here is C5H9NO in the gas phase from the Open Molecules 2025 dataset. Energies are from ωB97M-V with the def2-TZVPD basis set.

Results
Total charge: 0
LUMO in eV: 0.93
2S+1: 1
HOMO energy in eV: -9.56
Kohn-Sham gap in hartree: 0.3855
SMILES: C=NC[C@H](C)C=O
Energy in a.u.: -325.85958

```
16
Properties=species:S:1:pos:R:3:nbo_charge:R:1
C 1.7609 -0.1416 1.6829 -0.06
N 1.6592 0.3578 0.5247 -0.39
C 0.3953 1.0072 0.2033 -0.25
C -0.2346 0.0193 -0.7954 -0.33
C -1.6827 0.3102 -1.2104 -0.60
C -0.0736 -1.3604 -0.1578 0.46
O 0.1338 -2.3907 -0.7458 -0.52
H 2.5458 -0.8693 1.8877 0.18
H 1.0736 0.0934 2.5083 0.14
H 0.5568 1.9885 -0.2533 0.21
H -0.2531 1.1360 1.0895 0.17
H 0.3867 0.0296 -1.6960 0.23
H -2.4025 0.2021 -0.3906 0.21
H -1.9856 -0.3688 -2.0154 0.23
H -1.7640 1.3332 -1.5951 0.22
H -0.1160 -1.3467 0.9634 0.09
```